Entry 1:
A structure of composition C32H30ClIrN5O2S. Source: the Open Molecules 2025 dataset; level of theory: the ωB97M-V functional and the def2-TZVPD basis.

```
72
Properties=species:S:1:pos:R:3:forces:R:3
Ir -0.521 -0.464 -0.727 -0.045 0.308 0.821
N -0.165 -4.381 -2.666 -0.017 -0.055 -0.040
C -0.071 -3.195 -1.943 -0.134 0.137 0.016
S -1.403 -2.063 -2.159 0.221 0.245 -0.110
N 0.927 -3.039 -1.153 -0.004 -0.158 0.184
N 0.872 -1.856 -0.430 -0.270 0.109 -0.111
C 1.602 -1.715 0.673 0.005 0.069 -0.084
C 2.408 -2.856 1.186 0.036 -0.019 -0.004
C 1.968 -3.558 2.303 0.023 -0.005 -0.038
C 2.707 -4.624 2.797 0.000 0.000 0.003
C 3.889 -4.999 2.175 -0.007 -0.003 0.013
C 4.327 -4.306 1.054 -0.002 0.016 -0.020
C 3.588 -3.241 0.560 0.011 0.000 0.023
C 1.551 -0.512 1.364 -0.069 -0.004 0.112
C 1.981 -0.329 2.710 0.044 -0.008 -0.089
C 1.492 0.667 3.483 0.024 0.066 0.085
C 0.488 1.545 2.911 0.125 0.030 -0.022
C 0.206 1.523 1.609 -0.147 0.023 0.070
N 0.836 0.600 0.698 -0.121 -0.338 -0.732
H -0.595 -4.257 -3.569 0.001 -0.010 -0.001
H 0.716 -4.873 -2.715 0.008 0.010 0.027
H 1.040 -3.262 2.778 0.003 -0.001 0.004
H 2.355 -5.164 3.668 0.003 -0.004 -0.002
H 4.466 -5.830 2.559 -0.003 -0.001 0.001
H 5.245 -4.599 0.559 0.000 0.001 0.002
H 3.915 -2.707 -0.322 0.004 0.005 -0.005
H 2.678 -1.050 3.120 -0.015 -0.020 0.010
H 1.800 0.785 4.513 -0.011 -0.008 -0.006
H -0.042 2.252 3.537 0.006 0.011 -0.002
H -0.503 2.196 1.146 -0.115 -0.121 -0.013
O -0.051 1.056 -2.908 -0.044 -0.072 -0.006
C -0.987 1.686 -2.435 0.017 0.018 0.018
N -1.584 1.360 -1.246 0.181 -0.311 -0.220
C -2.439 2.372 -0.878 -0.081 -0.027 0.119
O -3.023 2.521 0.176 0.017 -0.072 0.002
C -2.493 3.364 -2.017 0.015 0.020 -0.056
C -3.224 4.521 -2.175 -0.017 -0.007 0.027
C -3.037 5.240 -3.355 0.011 0.003 -0.015
C -2.137 4.809 -4.325 -0.011 0.010 0.006
C -1.394 3.644 -4.146 0.021 -0.026 -0.001
C -1.599 2.938 -2.980 -0.023 0.040 0.017
H -3.914 4.849 -1.409 0.001 -0.002 0.000
H -3.598 6.152 -3.523 -0.004 -0.002 0.004
H -2.015 5.392 -5.230 0.006 -0.006 -0.003
H -0.685 3.299 -4.888 -0.001 0.008 -0.004
C 2.922 3.196 0.922 -0.004 0.017 -0.003
C 3.048 1.844 0.225 -0.054 -0.015 0.051
C 4.026 1.941 -0.944 -0.012 0.001 -0.028
C 1.712 1.302 -0.299 0.213 0.143 0.247
H 3.901 3.546 1.260 0.007 -0.004 -0.012
H 2.263 3.144 1.786 0.011 0.010 -0.002
H 2.520 3.945 0.232 0.004 -0.002 -0.003
H 3.433 1.110 0.940 0.034 0.025 -0.018
H 3.623 2.587 -1.730 0.002 0.004 0.004
H 4.213 0.960 -1.384 0.002 0.003 -0.004
H 4.981 2.362 -0.622 0.001 -0.007 0.006
H 1.912 0.585 -1.097 -0.010 -0.015 0.016
H 1.116 2.113 -0.727 0.025 -0.018 -0.018
Cl -7.521 -1.373 0.782 -0.008 0.001 0.002
C -5.770 -1.332 0.824 0.019 0.004 0.002
C -5.127 -0.223 1.340 -0.011 0.004 0.012
C -3.740 -0.201 1.370 -0.010 -0.001 0.010
C -2.984 -1.264 0.882 -0.012 0.000 -0.067
C -1.490 -1.236 0.926 0.122 -0.086 -0.244
C -3.669 -2.370 0.375 -0.008 -0.006 -0.010
C -5.053 -2.414 0.341 0.001 0.006 0.008
H -5.700 0.616 1.712 -0.001 -0.001 -0.006
H -3.234 0.671 1.759 0.019 0.042 -0.008
H -1.130 -2.264 1.034 0.050 0.012 0.067
H -1.151 -0.663 1.792 -0.014 0.024 0.020
H -3.100 -3.204 -0.018 -0.010 0.008 0.002
H -5.574 -3.274 -0.059 0.002 0.000 0.001
```
Positions in Å, forces in eV/Å.

Computed properties:
frontier orbital gap	5.907	eV
relative energy (zero: lowest compared OMol25 entry of this formula, charge and spin)	40.4	kcal/mol
HOMO level	-3.305	eV
total energy	-2624.505757	Eh
total charge	-1
E_LUMO	2.6019	eV

***

Entry 2:
A structure of composition C32H30F5N10O4PbSeTe in a non-equilibrium geometry. Source: the Open Molecules 2025 dataset; level of theory: the ωB97M-V functional and the def2-TZVPD basis.

```
84
Properties=species:S:1:pos:R:3:forces:R:3
Pb 1.031 0.715 -0.975 0.666 0.534 -0.360
N -1.180 2.743 0.927 0.271 0.098 -0.004
C -1.646 1.508 0.929 -0.333 -0.421 0.027
N -2.659 1.239 1.744 -0.201 0.141 0.350
C -3.102 -0.009 1.761 0.478 0.300 -0.585
N -4.115 -0.305 2.571 -0.178 -0.041 0.241
N -2.617 -0.991 0.968 -0.052 -0.441 -0.092
C -1.620 -0.652 0.192 -0.538 0.746 0.626
N -1.099 0.580 0.090 -0.258 -0.142 -0.006
C -1.042 -1.733 -0.631 -0.022 -0.840 -0.308
C -1.611 -3.005 -0.592 0.103 0.089 -0.026
C -1.047 -4.020 -1.346 0.120 0.188 -0.040
C 0.073 -3.743 -2.119 -0.104 0.064 0.037
C 0.577 -2.455 -2.103 0.055 -0.102 -0.090
N 0.030 -1.474 -1.388 -0.399 -0.207 0.264
H -1.570 3.411 1.570 -0.063 -0.064 -0.014
H -0.388 3.030 0.376 0.091 0.217 -0.086
H -4.428 0.408 3.206 -0.015 -0.046 0.042
H -4.378 -1.262 2.721 0.015 -0.006 -0.067
H -2.471 -3.165 0.038 -0.032 -0.008 0.041
H -1.466 -5.015 -1.333 -0.060 -0.078 0.036
H 0.546 -4.503 -2.720 0.062 -0.048 -0.026
H 1.456 -2.195 -2.676 0.119 0.032 -0.054
O 3.467 -0.013 -0.168 0.314 0.059 -0.173
C 2.909 -0.336 0.885 0.174 0.002 -0.288
N 3.431 -0.910 1.970 0.239 -0.019 0.347
C 2.394 -1.260 2.927 -0.108 0.095 0.113
C 1.138 -0.736 2.183 -0.158 -0.146 -0.056
O -0.005 -0.832 2.564 -0.125 -0.123 0.201
N 1.562 -0.159 1.040 -0.146 0.274 -0.412
C 2.426 -0.424 4.184 0.169 0.013 0.243
C 1.532 -0.708 5.212 0.049 0.052 0.022
C 1.455 0.127 6.311 -0.062 -0.036 0.054
C 2.250 1.259 6.390 0.078 0.118 -0.034
C 3.124 1.557 5.358 -0.007 0.056 0.072
C 3.210 0.720 4.258 0.021 -0.121 -0.072
C 2.345 -2.766 3.066 -0.091 -0.134 0.157
C 2.758 -3.430 4.212 -0.002 0.121 -0.090
C 2.756 -4.815 4.249 0.025 -0.171 0.003
C 2.355 -5.547 3.146 0.020 -0.056 0.068
C 1.946 -4.888 1.998 -0.035 0.059 -0.148
C 1.940 -3.506 1.959 0.015 -0.043 0.138
H 4.391 -1.195 2.050 0.043 -0.046 -0.070
H 0.883 -1.566 5.133 -0.049 -0.076 0.026
H 0.759 -0.098 7.106 -0.067 -0.033 0.075
H 2.180 1.919 7.242 -0.010 0.012 0.082
H 3.733 2.449 5.397 0.037 0.036 0.036
H 3.876 0.974 3.445 0.039 -0.007 0.005
H 3.087 -2.870 5.074 0.011 0.061 0.073
H 3.074 -5.325 5.145 0.051 -0.038 0.089
H 2.368 -6.626 3.173 -0.014 -0.068 0.035
H 1.637 -5.450 1.128 -0.027 -0.063 -0.051
H 1.625 -2.992 1.060 -0.039 0.016 -0.105
C 3.686 3.136 -2.302 0.819 0.221 0.118
O 2.331 2.879 -2.613 -1.041 0.368 0.233
H 4.195 3.593 -3.152 -0.051 0.008 0.060
H 4.146 2.179 -2.050 -0.022 0.046 -0.007
H 3.748 3.796 -1.434 0.180 -0.100 -0.067
C -2.457 3.593 -4.760 -0.021 1.127 0.136
N -2.366 2.171 -4.596 0.448 -0.671 -0.195
C -1.233 1.478 -4.561 0.573 0.088 0.393
Se 0.540 2.220 -4.227 -0.851 -1.359 -1.227
N -1.515 0.174 -4.376 0.282 0.345 -0.112
C -2.875 0.012 -4.277 -0.676 0.505 -0.083
C -3.676 -1.102 -4.063 -0.035 0.041 -0.061
C -5.037 -0.882 -4.015 0.184 -0.106 -0.004
C -5.585 0.395 -4.169 0.027 0.177 -0.036
C -4.798 1.510 -4.370 0.063 -0.020 -0.011
C -3.424 1.304 -4.421 -0.176 -0.960 0.144
H -1.548 3.965 -5.231 -0.100 -0.053 0.043
H -2.550 4.083 -3.788 0.014 -0.067 -0.069
H -3.318 3.838 -5.379 0.032 -0.088 -0.036
H -0.809 -0.542 -4.302 -0.002 0.053 0.079
H -3.259 -2.090 -3.942 0.048 -0.080 -0.009
H -5.701 -1.716 -3.861 -0.074 -0.122 0.045
H -6.655 0.510 -4.131 -0.148 0.034 0.018
H -5.229 2.490 -4.481 -0.055 0.135 -0.006
F -0.313 5.365 -3.138 0.844 -0.725 0.421
Te 1.021 4.285 -2.165 -0.937 3.665 1.034
F -0.393 4.790 -0.893 0.936 -0.541 -0.710
F 2.053 5.657 -1.361 -0.630 -0.891 -0.643
F 1.886 4.994 -3.795 -0.268 -0.763 1.023
F 1.435 3.432 -0.368 -0.188 -0.316 -0.906
O -0.181 2.824 -2.685 0.757 0.290 0.190
```
Positions in Å, forces in eV/Å.

Computed properties:
frontier orbital gap	6.929	eV
relative energy (zero: lowest compared OMol25 entry of this formula, charge and spin)	64.3	kcal/mol
HOMO level	-10.819	eV
total energy	-5447.512383	Eh
total charge	+1
E_LUMO	-3.8898	eV

***

Entry 3:
A structure of composition C32H30F5N12O3PdSe. Source: the Open Molecules 2025 dataset; level of theory: the ωB97M-V functional and the def2-TZVPD basis.

```
84
Properties=species:S:1:pos:R:3:forces:R:3
Pd 3.307 -1.209 -0.055 -0.009 -0.013 -0.107
C -0.885 -3.140 2.975 -0.041 0.012 -0.035
N 0.454 -2.910 2.425 0.015 -0.004 0.072
C 0.887 -1.937 1.627 0.011 -0.014 -0.021
N 2.186 -2.096 1.415 -0.006 0.022 -0.010
C 2.500 -3.203 2.138 0.040 0.012 0.009
N 1.478 -3.719 2.771 -0.017 -0.010 -0.025
C -1.956 -2.906 1.942 0.012 0.012 0.012
C -2.593 -3.942 1.271 -0.019 -0.003 -0.012
C -3.566 -3.662 0.318 0.012 -0.015 0.015
C -3.895 -2.350 0.008 0.004 0.019 0.005
C -3.245 -1.314 0.671 -0.013 -0.020 -0.040
C -2.296 -1.596 1.645 0.003 -0.018 0.010
C -3.488 0.094 0.361 -0.021 0.010 -0.003
N -4.471 0.698 -0.209 -0.003 0.024 0.021
N -4.143 2.056 -0.215 0.015 -0.028 -0.015
C -2.988 2.151 0.348 -0.060 0.035 -0.015
O -2.509 0.948 0.733 0.026 -0.004 0.005
C -2.130 3.304 0.611 0.045 -0.019 0.029
C -2.560 4.610 0.389 -0.016 -0.042 -0.005
C -1.698 5.657 0.662 0.022 0.036 0.008
C -0.413 5.413 1.141 -0.018 0.016 0.005
C 0.015 4.115 1.364 -0.023 -0.079 -0.003
C 1.384 3.803 1.923 0.052 0.043 -0.022
N 2.077 2.787 1.148 -0.038 -0.008 -0.009
C 2.114 1.471 1.357 0.043 0.004 0.022
N 2.777 0.892 0.370 -0.011 0.004 -0.033
C 3.129 1.933 -0.437 0.028 0.053 -0.017
N 2.714 3.098 -0.002 0.006 -0.018 0.013
C -0.855 3.065 1.105 0.021 0.021 0.002
H -1.022 -2.459 3.818 0.006 0.007 0.000
H -0.879 -4.167 3.330 0.008 -0.002 -0.001
H 0.266 -1.157 1.224 0.012 -0.006 0.008
H 3.490 -3.620 2.174 -0.002 0.002 -0.002
H -2.331 -4.971 1.492 -0.003 -0.001 -0.004
H -4.063 -4.473 -0.198 0.005 -0.002 0.001
H -4.637 -2.124 -0.746 0.001 0.006 0.000
H -1.820 -0.792 2.196 0.003 -0.009 -0.002
H -3.559 4.788 0.013 -0.001 -0.001 0.002
H -2.025 6.676 0.498 0.005 0.002 0.003
H 0.255 6.242 1.343 -0.006 0.006 -0.004
H 1.300 3.422 2.940 -0.013 -0.012 0.003
H 2.014 4.691 1.929 -0.015 0.000 0.007
H 1.648 1.002 2.214 -0.008 0.000 0.017
H 3.716 1.812 -1.332 0.001 -0.033 0.000
H -0.543 2.049 1.314 -0.010 0.006 -0.010
N 2.996 -2.463 -3.368 0.051 -0.024 -0.103
C 2.684 -1.053 -3.179 0.006 0.012 0.066
C 1.998 -0.360 -4.378 -0.122 0.067 0.019
C 2.129 -1.131 -5.685 0.068 -0.019 0.000
C 1.277 -2.425 -5.721 -0.010 -0.026 -0.012
N 0.807 -2.934 -4.436 0.028 -0.012 0.085
C 1.862 -3.361 -3.519 -0.018 -0.017 0.028
N 1.244 -3.572 -2.211 -0.022 0.004 -0.027
N 2.434 -4.581 -4.073 -0.022 0.019 -0.014
C 4.023 -0.378 -2.806 0.035 -0.014 -0.033
O 4.644 0.238 -3.667 -0.053 -0.058 0.024
O 4.435 -0.517 -1.595 -0.017 0.095 0.170
H 3.721 -2.622 -0.425 0.033 -0.037 -0.018
H 3.625 -2.583 -4.153 -0.006 -0.007 0.018
H 2.036 -0.981 -2.299 -0.007 -0.020 -0.024
H 2.444 0.627 -4.490 0.018 0.014 -0.052
H 0.936 -0.204 -4.155 0.025 0.018 0.005
H 3.184 -1.354 -5.859 -0.010 0.007 0.008
H 1.820 -0.488 -6.513 0.013 0.015 -0.004
H 1.833 -3.230 -6.203 -0.013 0.011 -0.015
H 0.385 -2.250 -6.326 -0.014 -0.011 0.010
H 0.242 -2.230 -3.978 0.023 0.000 -0.027
H 0.341 -3.122 -2.130 -0.009 -0.019 0.000
H 1.861 -3.212 -1.490 -0.004 0.004 0.006
H 1.691 -5.271 -4.097 -0.004 -0.014 0.006
H 3.134 -4.915 -3.420 0.001 0.002 0.001
F -4.458 4.984 3.826 0.014 0.000 0.000
C -3.554 4.001 3.922 -0.013 -0.018 -0.005
C -2.247 4.277 4.277 0.002 0.002 0.000
F -1.882 5.541 4.532 -0.001 0.014 -0.010
C -1.325 3.251 4.364 -0.004 -0.002 0.006
F -0.077 3.606 4.720 0.003 0.003 -0.005
C -1.627 1.919 4.087 0.034 -0.008 0.021
Se -0.303 0.555 4.098 -0.040 0.029 0.007
C -2.964 1.685 3.773 -0.009 -0.028 0.001
F -3.397 0.436 3.528 0.000 0.015 -0.003
C -3.912 2.688 3.680 0.001 0.014 0.007
F -5.178 2.398 3.354 -0.002 -0.002 -0.008
```
Positions in Å, forces in eV/Å.

Computed properties:
frontier orbital gap	7.030	eV
relative energy (zero: lowest compared OMol25 entry of this formula, charge and spin)	1.6	kcal/mol
HOMO level	-5.055	eV
total energy	-5148.992013	Eh
total charge	-1
E_LUMO	1.9746	eV